[1]
Density functional theory data (ωB97M-V/def2-TZVPD) for 2 unconnected molecules or ions with the total composition C2Cl2O at a distorted geometry.

The geometry in XYZ format:
```
5
C2Cl2O (ωB97M-V/def2-TZVPD)
C 1.68233 0.91557 0.10842
C -1.01181 -0.37931 0.67075
O 1.47643 -0.04679 -0.44305
Cl -0.92166 -1.61573 -0.32686
Cl -1.22530 1.12626 -0.00926
```

The calculation puts the HOMO-LUMO gap at 8.24 eV. For the energy relative to the best compared isomer or geometry (same formula, charge and spin), the calculation gives 187.2 kJ/mol.

[2]
Density functional theory data (ωB97M-V/def2-TZVPD) for 2 unconnected molecules or ions with the total composition C4H13N3O2 at a distorted geometry.

The geometry in XYZ format:
```
22
C4H13N3O2 (ωB97M-V/def2-TZVPD)
C -0.83921 -0.22569 -1.48771
C -0.02700 1.26983 -1.27758
C -1.56841 -0.17744 -2.81195
O -1.71565 -0.47537 -0.46728
H -1.21572 -0.56526 0.40136
H -0.01477 -0.95482 -1.49448
H -1.99455 -1.16007 -3.02152
H 0.37361 1.67056 -0.34673
H 0.61079 1.42829 -2.14534
H -0.85105 1.97659 -1.38297
H -2.37585 0.55096 -2.75679
H -0.89853 0.11251 -3.61770
C 0.85402 -0.42580 1.99167
N 1.55493 0.01446 0.91524
N -0.22684 -1.28772 1.72780
O 2.17223 0.74056 3.39985
N 1.03923 -0.11186 3.22631
H 2.12660 0.95093 4.33918
H -0.71437 -1.53591 2.57798
H 0.03850 -2.11418 1.20620
H 1.22069 -0.08511 -0.14446
H 2.45135 0.40455 1.16892
```

The calculation puts the HOMO-LUMO gap at 9.29 eV. The SMILES is NC(N)=NO.CC(C)O. For the energy relative to the best compared isomer or geometry (same formula, charge and spin), the calculation gives 268.7 kJ/mol.